166
Properties=species:S:1:pos:R:3 method="wB97M-V/def2-TZVPD" homo_lumo_gap_ev=10.222 fmax_ev_per_a=4.980 relative_energy_kcal_mol=80.8 smiles="CCOC(=O)OC.CCOC(=O)OC.CCOC(=O)OC.CCOC(=O)OC.CCOC(=O)OC.CCOC(=O)OC.CCOC(=O)OC.CCOC(C)=O.CCOC(C)=O.CCOC(C)=O.CCOC(C)=O.ClCCl" total_charge=0
C 9.56 -21.49 0.92
Cl 9.68 -22.70 2.23
Cl 9.46 -22.29 -0.66
H 8.70 -20.84 1.09
H 10.47 -20.89 0.91
C 19.56 -18.25 -6.17
C 20.45 -17.68 -5.04
O 20.87 -18.75 -4.18
C 20.24 -19.03 -3.05
O 19.31 -18.43 -2.59
O 20.78 -20.23 -2.56
C 21.91 -20.97 -3.06
H 19.29 -17.50 -6.91
H 18.60 -18.64 -5.83
H 20.03 -19.04 -6.76
H 19.99 -16.92 -4.41
H 21.41 -17.36 -5.46
H 22.76 -20.39 -2.70
H 22.02 -21.06 -4.14
H 21.99 -21.91 -2.52
C 15.49 -18.12 2.91
C 15.07 -18.72 4.25
O 14.14 -17.92 4.99
C 12.85 -17.77 4.70
O 12.23 -18.15 3.74
O 12.35 -17.01 5.69
C 10.97 -16.66 5.84
H 14.66 -17.97 2.21
H 16.12 -18.83 2.38
H 16.13 -17.24 2.97
H 16.03 -18.83 4.75
H 14.62 -19.67 3.94
H 10.39 -17.58 5.88
H 10.60 -16.06 5.00
H 10.75 -16.07 6.73
C 18.36 -20.80 12.22
C 18.17 -19.92 10.96
O 16.84 -19.62 10.60
C 16.16 -18.66 11.25
O 16.53 -18.14 12.31
O 14.95 -18.48 10.66
C 13.91 -17.66 11.27
H 17.60 -21.57 12.32
H 18.32 -20.03 12.99
H 19.32 -21.33 12.18
H 18.54 -20.52 10.13
H 18.72 -18.99 11.06
H 13.68 -18.15 12.21
H 13.02 -17.64 10.64
H 14.26 -16.66 11.50
C 13.65 -22.41 -8.59
C 13.37 -23.41 -7.44
O 13.06 -22.76 -6.18
C 14.08 -22.15 -5.49
O 15.28 -22.33 -5.77
O 13.47 -21.52 -4.39
C 14.25 -20.96 -3.34
H 12.90 -21.61 -8.65
H 13.76 -22.83 -9.59
H 14.59 -21.92 -8.35
H 14.26 -24.03 -7.31
H 12.57 -24.06 -7.80
H 13.62 -20.59 -2.53
H 14.94 -20.20 -3.72
H 14.87 -21.73 -2.86
C 2.80 -19.77 9.59
C 3.17 -18.90 8.41
O 4.00 -17.86 8.78
C 5.35 -18.06 9.08
O 6.16 -17.12 9.24
O 5.70 -19.35 9.00
C 6.96 -19.74 9.54
H 3.57 -20.46 9.92
H 1.88 -20.34 9.44
H 2.57 -19.16 10.47
H 2.26 -18.48 8.00
H 3.63 -19.49 7.62
H 6.84 -20.42 10.38
H 7.64 -18.94 9.83
H 7.49 -20.34 8.81
C 11.67 -13.33 0.60
C 11.22 -14.35 -0.41
O 10.14 -13.95 -1.17
C 10.23 -13.02 -2.03
O 11.24 -12.58 -2.54
O 8.96 -12.61 -2.30
C 8.69 -11.70 -3.36
H 12.55 -13.72 1.11
H 10.86 -13.15 1.31
H 11.93 -12.35 0.21
H 10.85 -15.28 0.03
H 12.06 -14.66 -1.03
H 7.72 -11.22 -3.21
H 8.69 -12.18 -4.34
H 9.42 -10.89 -3.40
C 12.26 -22.19 12.82
C 13.24 -23.26 12.28
O 13.59 -22.94 10.96
C 12.91 -23.29 9.96
O 11.80 -23.79 10.04
O 13.49 -22.86 8.88
C 12.90 -23.12 7.57
H 11.93 -22.55 13.79
H 11.37 -22.04 12.22
H 12.76 -21.22 12.86
H 12.75 -24.23 12.34
H 14.08 -23.22 12.96
H 12.19 -22.36 7.25
H 12.46 -24.11 7.52
H 13.75 -22.96 6.90
O 20.30 -13.24 -1.41
C 19.54 -13.49 -0.46
O 18.18 -13.38 -0.46
C 17.50 -13.26 -1.72
C 17.24 -11.86 -2.25
C 20.14 -13.87 0.91
H 16.56 -13.78 -1.51
H 18.00 -13.93 -2.43
H 16.64 -11.23 -1.59
H 16.66 -11.87 -3.18
H 18.16 -11.28 -2.34
H 19.35 -13.91 1.66
H 20.85 -13.07 1.10
H 20.65 -14.83 0.90
O 24.92 -15.60 7.33
C 24.12 -15.16 6.51
O 22.89 -15.75 6.27
C 22.56 -17.03 6.86
C 21.18 -17.46 6.57
C 24.32 -13.96 5.63
H 22.80 -17.04 7.92
H 23.29 -17.74 6.47
H 20.36 -16.91 7.03
H 20.92 -18.47 6.89
H 20.97 -17.52 5.50
H 23.96 -13.06 6.12
H 23.78 -14.14 4.70
H 25.36 -13.76 5.38
O 15.53 -25.14 0.88
C 16.27 -25.20 1.84
O 16.15 -26.03 2.90
C 15.08 -26.95 3.05
C 15.21 -27.69 4.37
C 17.60 -24.41 1.90
H 15.13 -27.70 2.26
H 14.12 -26.42 3.08
H 15.09 -26.99 5.20
H 16.23 -28.06 4.47
H 14.60 -28.59 4.42
H 17.85 -24.00 0.93
H 18.44 -24.94 2.36
H 17.35 -23.60 2.58
O 3.70 -18.58 2.89
C 2.95 -17.60 2.58
O 3.29 -16.29 2.66
C 4.55 -15.82 2.94
C 5.48 -15.79 1.72
C 1.50 -17.75 2.10
H 4.97 -16.41 3.75
H 4.47 -14.78 3.26
H 5.56 -16.65 1.06
H 6.52 -15.60 1.98
H 5.19 -14.90 1.17
H 1.45 -18.80 1.81
H 1.20 -17.16 1.24
H 0.87 -17.63 2.98

=====

87
Properties=species:S:1:pos:R:3 method="wB97M-V/def2-TZVPD" homo_lumo_gap_ev=7.189 fmax_ev_per_a=0.803 relative_energy_kcal_mol=0.0 total_charge=0
Sc -1.47 -1.43 0.87
C -5.29 -2.31 -3.59
C -5.29 -1.79 -2.31
C -4.17 -1.89 -1.51
C -3.03 -2.52 -2.00
C -3.03 -3.07 -3.28
C -4.15 -2.96 -4.07
N -1.87 -2.58 -1.14
N -0.91 -3.20 -1.62
C 0.23 -3.35 -0.79
C 1.27 -4.08 -1.37
C 2.40 -4.33 -0.61
C 2.45 -3.88 0.70
C 1.40 -3.14 1.24
C 0.25 -2.83 0.51
H -6.17 -2.22 -4.22
H -6.17 -1.29 -1.93
H -4.18 -1.47 -0.51
H -2.15 -3.58 -3.64
H -4.15 -3.38 -5.07
H 1.17 -4.44 -2.39
H 3.22 -4.90 -1.03
H 3.32 -4.09 1.31
H 1.49 -2.81 2.27
C 2.13 -1.40 -3.68
C 0.98 -0.43 -3.75
C 1.21 0.94 -3.77
C 0.15 1.84 -3.80
C -1.15 1.36 -3.83
C -1.40 -0.01 -3.83
C -0.33 -0.89 -3.79
S -2.50 2.49 -3.79
O -1.99 3.81 -4.04
O -3.58 1.94 -4.55
N -3.01 2.47 -2.23
C -2.06 2.89 -1.19
C -2.54 2.34 0.14
C -2.20 0.88 0.25
O -3.08 0.02 0.51
O -1.00 0.48 0.07
H 3.03 -0.98 -4.11
H 1.89 -2.32 -4.22
H 2.34 -1.67 -2.65
H 2.23 1.32 -3.76
H 0.33 2.91 -3.82
H -2.42 -0.38 -3.88
H -0.52 -1.95 -3.80
H -3.44 1.57 -2.04
H -1.99 3.98 -1.19
H -1.06 2.48 -1.39
H -3.62 2.45 0.24
H -2.07 2.87 0.97
C 3.39 -0.71 6.59
C 4.03 -0.79 5.37
C 3.33 -0.53 4.19
C 1.99 -0.18 4.24
C 1.34 -0.11 5.47
C 2.04 -0.37 6.65
Sb 0.85 0.13 2.46
C -0.05 2.01 2.89
C -1.21 2.00 3.67
C -1.91 3.17 3.91
C -1.47 4.37 3.37
C -0.33 4.39 2.58
C 0.38 3.22 2.34
C 2.46 0.74 1.21
C 2.61 0.15 -0.04
C 3.70 0.48 -0.84
C 4.63 1.42 -0.41
C 4.48 2.01 0.84
C 3.40 1.67 1.65
H 3.93 -0.91 7.51
H 5.08 -1.06 5.32
H 3.85 -0.59 3.24
H 0.29 0.14 5.53
H 1.53 -0.31 7.60
H -1.59 1.07 4.07
H -2.81 3.15 4.52
H -2.02 5.29 3.56
H 0.02 5.32 2.14
H 1.25 3.25 1.70
H 1.89 -0.58 -0.40
H 3.82 0.01 -1.81
H 5.47 1.67 -1.03
H 5.20 2.73 1.19
H 3.31 2.11 2.63
Br -2.43 -1.83 3.18

=====

75
Properties=species:S:1:pos:R:3 method="wB97M-V/def2-TZVPD" homo_lumo_gap_ev="7.243 / 6.806" fmax_ev_per_a=0.440 spin_multiplicity=3 relative_energy_kcal_mol=0.0 total_charge=-1 s_squared=2.009
W -0.55 0.16 -0.37
O -4.22 4.59 3.90
C -4.78 3.77 3.17
O -5.98 3.59 2.89
C -3.81 2.86 2.37
C -4.30 1.91 1.48
C -3.42 1.14 0.74
N -2.09 1.28 0.83
C -1.62 2.15 1.75
C -2.43 2.95 2.52
C -0.12 2.12 1.88
O 0.48 2.81 2.66
O 0.41 1.19 1.12
H -5.37 1.79 1.39
H -3.78 0.39 0.06
H -2.00 3.64 3.23
C -0.20 3.31 -1.03
N -0.87 2.15 -1.67
C -2.25 2.57 -1.97
C -0.19 1.88 -2.96
C 1.19 1.39 -2.64
C 2.28 1.75 -3.42
C 3.56 1.42 -3.00
C 3.73 0.78 -1.78
C 2.62 0.43 -1.01
C 1.32 0.69 -1.44
H -0.19 4.16 -1.72
H 0.82 3.06 -0.75
H -0.76 3.61 -0.14
H -2.22 3.43 -2.64
H -2.76 2.87 -1.06
H -2.79 1.77 -2.45
H -0.17 2.79 -3.56
H -0.78 1.14 -3.50
H 2.14 2.30 -4.34
H 4.42 1.68 -3.60
H 4.72 0.55 -1.41
H 2.79 -0.06 -0.07
I -1.68 -4.23 -0.60
C -2.15 -0.51 -1.58
C -3.38 -0.83 -2.12
C -3.39 -1.60 -3.27
C -2.20 -2.02 -3.85
C -1.00 -1.67 -3.25
N -1.04 -0.92 -2.15
H -4.31 -0.52 -1.66
H -4.34 -1.90 -3.71
H -2.20 -2.64 -4.73
H -0.04 -1.98 -3.63
F 1.45 -2.29 -2.16
B 1.40 -2.50 -0.83
F 1.96 -3.65 -0.46
C 0.08 -2.27 2.40
C -1.23 -1.52 2.30
O -1.62 -1.30 0.93
H 0.35 -2.35 3.45
H 1.23 -0.53 2.02
H -0.06 -3.28 2.01
H -1.17 -0.54 2.76
H -2.04 -2.08 2.78
H -1.70 -2.20 0.47
N 7.44 -3.98 3.31
C 6.40 -3.58 3.02
C 5.09 -3.09 2.67
C 4.02 -3.97 2.54
C 2.77 -3.49 2.20
C 2.56 -2.13 1.98
C 3.64 -1.26 2.13
C 4.90 -1.73 2.46
C 1.20 -1.55 1.63
C 0.86 -1.45 0.15
H 4.18 -5.03 2.70
H 1.96 -4.19 2.08
H 3.49 -0.20 1.99
H 5.73 -1.04 2.58

=====

101
Properties=species:S:1:pos:R:3 method="wB97M-V/def2-TZVPD" homo_lumo_gap_ev=8.329 fmax_ev_per_a=1.990 total_charge=0
C 5.10 2.64 0.96
C 5.03 1.56 -0.09
O 5.30 2.14 -1.37
P 4.73 1.54 -2.74
O 5.78 1.41 -3.77
C 3.40 2.67 -3.21
C 1.98 2.06 -3.20
C 1.33 2.01 -1.81
C 0.14 0.99 -1.78
C 0.88 -0.36 -1.44
O 0.37 -1.51 -2.12
C 1.26 -2.05 -3.00
C 0.85 -2.09 -4.43
O 2.30 -2.52 -2.61
N -0.46 0.94 -3.07
C -1.62 0.86 -3.57
C -2.22 -0.40 -4.15
C -2.51 2.08 -3.76
C -0.94 1.35 -0.73
C -1.80 0.11 -0.39
C -1.47 -0.73 0.84
C -1.78 -2.21 0.62
C -1.71 -2.97 1.92
O -0.41 -2.77 2.52
C 0.29 -3.90 2.80
C 1.56 -4.02 2.01
O -0.08 -4.69 3.63
C -0.52 2.22 0.49
C 0.30 1.68 1.68
C 1.68 1.16 1.43
N 2.16 0.02 1.74
B -1.86 2.84 1.17
O -1.65 3.80 2.12
O -3.13 2.48 0.80
C -3.84 3.39 -0.06
O 0.21 3.44 0.08
S 0.73 3.63 -1.40
O -0.39 3.92 -2.24
O 1.80 4.57 -1.31
O 3.95 0.19 -2.41
C 4.71 -1.03 -2.19
C 4.30 -1.71 -0.90
H 4.60 3.55 0.61
H 6.14 2.89 1.21
H 4.63 2.28 1.88
H 4.07 1.06 -0.06
H 5.80 0.81 0.11
H 3.46 3.53 -2.56
H 3.65 2.93 -4.24
H 2.08 1.03 -3.55
H 1.36 2.62 -3.89
H 2.11 1.69 -1.11
H 0.83 -0.56 -0.38
H 1.94 -0.28 -1.69
H 0.09 -2.86 -4.56
H 0.42 -1.14 -4.73
H 1.72 -2.32 -5.04
H -2.11 -0.40 -5.24
H -1.80 -1.29 -3.70
H -3.29 -0.37 -3.95
H -1.89 2.95 -3.90
H -3.18 1.96 -4.61
H -3.13 2.22 -2.87
H -1.61 2.02 -1.26
H -1.76 -0.55 -1.26
H -2.84 0.42 -0.32
H -2.06 -0.40 1.70
H -0.42 -0.68 1.11
H -2.77 -2.34 0.18
H -1.03 -2.63 -0.05
H -1.89 -4.04 1.76
H -2.47 -2.62 2.62
H 2.35 -3.47 2.52
H 1.85 -5.06 1.96
H 1.45 -3.60 1.01
H -0.26 1.00 2.30
H 0.46 2.57 2.30
H 2.37 1.87 0.98
H 1.45 -0.57 2.18
H -2.37 3.83 2.75
H -3.16 4.09 -0.55
H -4.36 2.80 -0.81
H -4.59 3.93 0.52
H 4.52 -1.69 -3.03
H 5.78 -0.81 -2.21
H 3.24 -1.57 -0.71
H 4.85 -1.34 -0.04
H 4.48 -2.78 -0.98
C -4.82 -2.43 6.65
C -4.88 -3.49 5.55
C -5.27 -2.65 4.34
O -4.70 -1.35 4.55
C -4.24 -1.24 5.90
H -4.22 -2.72 7.51
H -5.83 -2.20 7.01
H -3.90 -3.93 5.41
H -5.59 -4.29 5.75
H -6.36 -2.55 4.26
H -4.89 -3.06 3.41
H -3.15 -1.27 5.90
H -4.56 -0.28 6.30

=====

7
Properties=species:S:1:pos:R:3 method="wB97M-V/def2-TZVPD" homo_lumo_gap_ev=11.269 fmax_ev_per_a=0.897 relative_energy_kcal_mol=1.9 smiles="C=O.O" total_charge=0
O 0.02 0.58 -0.85
C -0.31 1.70 -0.58
H -0.40 2.13 0.43
H -0.53 2.41 -1.38
H 0.62 -2.70 0.84
H 0.14 -1.29 0.47
O 0.13 -1.95 1.19

=====

50
Properties=species:S:1:pos:R:3 method="wB97M-V/def2-TZVPD" homo_lumo_gap_ev=8.672 fmax_ev_per_a=1.419 relative_energy_kcal_mol=0.0 smiles="CC1CCN(c2ccc3nnc(CCC(=O)NC(C)C)n3n2)CC1" total_charge=0
C 0.47 -5.72 1.05
H 1.11 -5.90 1.92
H 0.43 -6.63 0.46
H -0.53 -5.49 1.41
C 1.02 -4.56 0.23
C 1.10 -3.28 1.06
C 1.58 -2.11 0.19
N 0.69 -1.92 -0.94
C -0.36 -1.07 -0.82
N -0.39 -0.33 0.28
N -1.37 0.57 0.37
C -1.63 1.45 1.37
N -2.70 2.15 1.05
N -3.15 1.76 -0.13
C -2.36 0.80 -0.57
C -2.32 0.02 -1.74
C -1.33 -0.90 -1.86
H -1.27 -1.50 -2.75
H -3.07 0.18 -2.50
C -0.82 1.57 2.61
H -1.30 2.32 3.25
C 0.63 1.99 2.30
C 0.62 3.37 1.66
O 0.72 4.40 2.30
N 0.48 3.35 0.32
H 0.41 2.47 -0.16
C 0.28 4.55 -0.48
C 1.44 4.72 -1.46
H 2.38 4.78 -0.92
H 1.48 3.89 -2.16
H 1.31 5.64 -2.03
C -1.06 4.46 -1.21
H -1.26 5.39 -1.74
H -1.87 4.28 -0.51
H -1.05 3.65 -1.94
H 0.26 5.38 0.23
H 1.09 1.26 1.64
H 1.18 2.05 3.24
H -0.81 0.61 3.13
C 0.67 -3.09 -1.79
H 0.07 -2.92 -2.68
C 0.15 -4.30 -1.01
H 0.14 -5.18 -1.65
H -0.88 -4.11 -0.69
H 1.70 -3.28 -2.11
H 1.60 -1.19 0.77
H 2.58 -2.32 -0.20
H 1.78 -3.41 1.90
H 0.11 -3.03 1.46
H 2.03 -4.82 -0.11